Record 1
{
  "formula": "C37H46N9O5Re",
  "method": "ωB97M-V/def2-TZVPD",
  "spin_multiplicity": 2,
  "charge": 3,
  "s_squared": 0.765,
  "species": ["Re", "C", "N", "C", "C", "N", "C", "C", "C", "C", "C", "C", "N", "C", "N", "C", "C", "N", "C", "C", "N", "C", "C", "H", "H", "H", "H", "H", "H", "H", "H", "H", "H", "H", "H", "H", "H", "H", "H", "H", "H", "H", "H", "H", "H", "H", "H", "H", "H", "H", "H", "O", "C", "O", "C", "C", "C", "C", "O", "C", "O", "C", "C", "H", "H", "H", "H", "H", "C", "C", "C", "C", "C", "N", "C", "O", "N", "C", "C", "C", "C", "N", "C", "C", "C", "H", "H", "H", "H", "H", "H", "H", "H", "H", "H", "H", "H", "H"],
  "coordinates": [[0.358894, 0.910857, -0.019697], [2.312510, 1.327070, 2.128536], [1.864417, 2.727901, 2.122162], [1.584456, 3.295758, 3.452954], [1.642624, 3.408131, 0.997387], [1.258262, 2.661090, -0.112719], [1.590011, 2.973834, -1.452030], [2.683993, 3.713995, -1.904668], [2.867887, 3.870671, -3.260347], [1.987329, 3.273055, -4.176404], [0.929261, 2.509230, -3.736113], [0.725837, 2.364682, -2.363480], [-0.259887, 1.545975, -1.755575], [-1.498885, 1.309094, -2.346537], [-2.015016, 0.087743, -2.287492], [-3.465870, -0.135809, -2.193581], [-1.202980, -1.141866, -2.334561], [-2.142437, 2.301029, -2.942462], [-1.966569, 3.712885, -2.585030], [-3.036741, 2.076833, -4.094494], [1.720368, 4.726675, 0.952074], [0.929302, 5.551963, 0.029454], [2.662813, 5.486644, 1.798200], [2.973007, 1.171061, 2.980546], [2.880133, 1.088430, 1.232700], [1.464439, 0.632127, 2.278203], [1.089053, 2.522614, 4.039265], [0.916029, 4.146650, 3.358196], [2.493822, 3.594547, 3.971096], [3.391579, 4.139302, -1.203085], [3.714374, 4.438220, -3.623993], [2.160404, 3.389075, -5.238116], [0.283814, 2.001999, -4.444200], [-3.972714, 0.786248, -1.924611], [-3.632645, -0.874759, -1.410116], [-3.879982, -0.524596, -3.122643], [-0.186260, -0.915363, -2.646025], [-1.647798, -1.806898, -3.074011], [-1.196468, -1.651851, -1.373039], [-1.461679, 3.801963, -1.627988], [-2.953197, 4.167627, -2.510664], [-1.390125, 4.232388, -3.348961], [-2.893744, 1.079443, -4.497701], [-2.768052, 2.806211, -4.857277], [-4.080020, 2.223879, -3.821204], [0.165464, 4.955504, -0.458675], [1.568337, 6.002369, -0.728248], [0.450549, 6.342687, 0.605456], [3.419124, 4.825221, 2.209257], [2.150215, 6.014796, 2.600167], [3.152408, 6.218949, 1.158255], [0.601324, -1.082250, 0.272000], [1.703161, -1.140316, -0.460707], [1.987652, 0.059128, -0.913549], [2.416263, -2.316094, -0.676764], [3.612850, -2.280485, -1.416659], [4.336260, -3.436920, -1.644816], [3.812022, -4.604211, -1.116563], [4.335000, -5.814577, -1.209305], [3.421985, -6.733642, -0.543814], [2.375314, -5.918032, 0.011546], [2.620883, -4.649185, -0.381652], [1.895976, -3.537110, -0.136194], [3.970784, -1.336673, -1.807362], [5.263246, -3.439345, -2.200974], [3.954170, -7.243589, 0.251001], [3.011747, -7.415435, -1.281114], [0.985214, -3.565453, 0.447397], [-0.814986, -7.513634, 1.093273], [-1.251739, -6.115925, 1.472093], [-0.833859, -5.535672, 2.661708], [-1.259126, -4.274156, 3.063428], [-2.126855, -3.576950, 2.245505], [-2.603461, -2.254995, 2.558925], [-2.683418, -1.691593, 3.784418], [-2.374119, -2.163867, 4.841798], [-3.207659, -0.340228, 3.741686], [-2.808940, 0.649871, 2.888869], [-3.387187, 1.930846, 2.910333], [-2.929727, 2.913466, 2.054732], [-1.896253, 2.646482, 1.173016], [-1.327395, 1.431715, 1.154875], [-1.763027, 0.461333, 1.981884], [-2.552373, -4.123327, 1.049649], [-2.112899, -5.384732, 0.667568], [-1.410231, -8.256084, 1.624991], [0.228840, -7.687211, 1.352655], [-0.937520, -7.694771, 0.026479], [-0.160385, -6.083660, 3.310642], [-0.932138, -3.861174, 4.007186], [-3.206887, -1.857930, 1.856869], [-3.647479, -0.077029, 4.612626], [-4.196106, 2.139261, 3.601426], [-3.375834, 3.899039, 2.065388], [-1.513611, 3.383719, 0.482151], [-1.239516, -0.483359, 1.930687], [-3.252495, -3.579221, 0.418172], [-2.467111, -5.811310, -0.263664]],
  "forces_ev_per_a": [[-0.83, 0.04, -0.19], [-0.08, 0.16, 0.02], [0.17, -0.06, 0.32], [0.02, -0.07, -0.15], [-0.13, -0.44, -0.56], [0.21, -0.06, 0.52], [0.12, 0.21, -0.04], [-0.11, -0.06, 0.26], [-0.13, -0.10, -0.32], [0.28, 0.19, 0.08], [-0.18, -0.10, 0.14], [-0.06, 0.09, -0.38], [0.03, -0.16, 0.11], [0.42, 0.20, -0.07], [-0.09, -0.30, 0.21], [0.13, -0.01, -0.06], [-0.06, 0.11, -0.07], [-0.23, 0.18, -0.12], [0.03, -0.16, -0.06], [0.09, 0.07, 0.17], [0.06, 0.33, 0.08], [0.12, -0.09, 0.06], [-0.13, -0.05, -0.09], [-0.03, 0.03, 0.06], [-0.02, 0.02, -0.03], [0.07, 0.03, 0.00], [-0.01, 0.02, 0.01], [0.00, 0.01, 0.00], [0.03, -0.01, -0.01], [-0.03, 0.00, -0.01], [-0.03, -0.01, 0.00], [0.00, 0.00, 0.03], [0.01, 0.03, 0.01], [0.02, 0.01, 0.01], [0.00, -0.01, 0.00], [0.02, 0.00, -0.03], [0.01, 0.04, 0.02], [0.00, 0.02, -0.03], [-0.03, -0.01, 0.05], [0.02, -0.04, -0.03], [-0.01, 0.01, 0.00], [0.03, 0.02, -0.03], [0.02, -0.01, 0.01], [-0.02, 0.00, -0.02], [-0.03, 0.00, 0.00], [0.00, -0.04, -0.01], [0.02, 0.00, -0.02], [0.02, 0.01, 0.03], [-0.01, -0.02, -0.01], [-0.03, 0.00, 0.01], [0.01, 0.01, 0.00], [0.15, 0.46, 0.19], [-0.25, 1.11, -0.06], [0.17, -0.99, -0.02], [0.00, -0.50, 0.02], [0.13, -0.18, -0.07], [-0.01, 0.26, -0.03], [0.25, -0.10, -0.13], [-0.18, -0.28, 0.12], [0.01, 0.44, 0.01], [0.21, -0.21, -0.12], [-0.15, -0.14, 0.10], [-0.01, 0.36, 0.02], [-0.04, -0.01, 0.03], [-0.03, -0.02, 0.02], [0.06, -0.04, 0.06], [-0.02, -0.06, -0.09], [-0.01, 0.02, -0.02], [-0.05, 0.22, 0.03], [0.15, -0.37, -0.11], [0.14, 0.14, 0.27], [0.25, -0.22, 0.14], [-0.24, 0.68, 0.19], [0.06, -0.57, -0.41], [-0.06, 0.51, 0.53], [0.04, -0.08, -0.07], [-0.03, -0.36, -0.17], [0.13, 0.09, 0.03], [-0.06, -0.07, 0.07], [-0.01, 0.10, -0.03], [-0.21, -0.11, 0.17], [0.17, -0.19, -0.01], [0.14, 0.11, -0.06], [-0.04, -0.19, -0.35], [-0.19, 0.18, -0.17], [-0.03, -0.01, 0.02], [0.00, 0.04, 0.03], [-0.02, 0.02, -0.01], [-0.03, 0.00, 0.00], [-0.04, -0.04, -0.04], [-0.07, -0.01, 0.01], [0.00, 0.05, -0.01], [0.03, 0.02, -0.02], [-0.02, -0.03, 0.02], [0.02, -0.01, 0.05], [0.02, -0.02, -0.03], [0.03, -0.07, 0.05], [-0.01, 0.01, 0.02]],
  "lowdin_charge": [1.66, -0.02, -0.11, 0.00, -0.33, -0.05, -0.23, -0.01, -0.03, -0.03, 0.00, -0.23, -0.05, -0.33, -0.10, 0.00, 0.00, -0.09, 0.01, 0.01, -0.10, 0.01, 0.01, 0.12, 0.10, 0.09, 0.11, 0.10, 0.11, 0.13, 0.13, 0.13, 0.13, 0.10, 0.10, 0.11, 0.10, 0.11, 0.08, 0.06, 0.11, 0.11, 0.10, 0.11, 0.11, 0.07, 0.11, 0.11, 0.10, 0.11, 0.11, -0.17, -0.50, -0.12, -0.15, 0.04, 0.06, -0.18, 0.11, -0.03, 0.06, -0.20, 0.11, 0.13, 0.14, 0.15, 0.15, 0.14, -0.03, -0.27, -0.02, 0.00, -0.23, 0.12, -0.50, 0.14, 0.15, -0.21, 0.05, -0.01, -0.13, -0.12, -0.05, -0.04, -0.04, 0.09, 0.07, 0.08, 0.13, 0.11, 0.14, 0.17, 0.14, 0.13, 0.09, 0.11, 0.11, 0.12]
}



Record 2
{
  "formula": "C4H2O",
  "method": "ωB97M-V/def2-TZVPD",
  "species": ["C", "C", "C", "C", "O", "H", "H"],
  "coordinates": [[0.976784, 0.503409, -0.347498], [-0.018066, -0.287158, 0.427926], [0.498346, 1.602646, 0.168041], [-1.249818, -0.407843, -0.033697], [-2.384485, -0.283287, -0.215266], [1.801944, 0.031324, -0.895905], [0.375295, -1.159094, 0.896396]],
  "forces_ev_per_a": [[0.74, 0.60, -0.27], [0.72, -0.75, -0.81], [0.34, -0.78, -0.15], [-2.14, 1.28, 0.48], [0.78, -0.67, -0.38], [-0.54, 0.64, 0.12], [0.10, -0.32, 1.02]],
  "lowdin_charge": [-0.24, -0.21, 0.17, -0.15, 0.22, 0.11, 0.11]
}



Record-wise relative energy (zero: lowest compared OMol25 entry of this formula, charge and spin) values, in eV: 0.196; 2.260
Record-wise max |F| values, in eV/A: 1.1; 2.5